## one
{"formula": "C4H9N3", "method": "ωB97M-V with the def2-TZVPD basis set", "gap_ev": [7.7437, 7.7806], "total_charge": 0, "e_homo_ha": [-0.2985, -0.2974], "elements": ["C", "C", "N", "C", "C", "N", "N", "H", "H", "H", "H", "H", "H", "H", "H", "H"], "coordinates": [[-0.16, -1.02, -0.63], [-0.95, -1.20, 1.64], [0.12, -1.28, 0.67], [-0.19, 0.94, -0.68], [0.22, 1.65, -1.77], [0.80, 0.75, 0.56], [2.02, 0.80, 0.37], [2.51, 0.34, 1.15], [0.70, -1.11, -1.30], [-1.03, -1.48, -1.09], [-1.15, 1.21, -0.26], [-0.53, -1.19, 2.64], [-1.56, -0.29, 1.52], [-1.61, -2.07, 1.54], [1.22, 1.54, -2.15], [-0.41, 2.41, -2.22]], "nbo_charge": [-0.162, -0.448, -0.369, -0.160, -0.396, -0.028, -0.373, 0.343, 0.190, 0.193, 0.210, 0.204, 0.187, 0.197, 0.203, 0.208]}



## two
{"formula": "C4H9N3", "method": "ωB97M-V with the def2-TZVPD basis set", "smiles": "[H]/N=C\\N/N=C\\CC", "gap_ev": 9.6243, "total_charge": 0, "e_homo_ha": -0.3150, "elements": ["C", "C", "C", "C", "H", "H", "H", "H", "H", "H", "H", "H", "H", "N", "N", "N"], "coordinates": [[1.21, 1.38, 1.68], [0.84, -0.05, 1.42], [1.42, -0.53, 0.14], [-1.25, 0.35, -0.98], [1.07, 2.00, 0.80], [2.26, 1.51, 1.95], [0.59, 1.79, 2.52], [1.13, -0.72, 2.23], [-0.24, -0.16, 1.40], [2.51, -0.56, 0.02], [-0.95, -1.64, -1.43], [-0.62, 1.28, -1.09], [-3.01, -0.40, -0.85], [0.80, -1.02, -0.85], [-0.57, -0.88, -0.89], [-2.52, 0.47, -0.99]], "nbo_charge": [-0.599, -0.495, 0.104, 0.260, 0.207, 0.208, 0.218, 0.226, 0.226, 0.187, 0.390, 0.174, 0.331, -0.252, -0.508, -0.677]}



Energies in kcal/mol, measured from the most stable structure: one 98.6; two 0.0.



## one
{"formula": "C4H9N3", "method": "ωB97M-V with the def2-TZVPD basis set", "smiles": "[H]/N=C\\NN=C(C)C", "gap_ev": [7.7200, 7.3530], "total_charge": 0, "e_homo_ha": [-0.2848, -0.2848], "elements": ["C", "C", "N", "C", "C", "N", "N", "H", "H", "H", "H", "H", "H", "H", "H", "H"], "coordinates": [[0.54, 0.38, 1.31], [1.75, -0.61, -0.69], [-1.62, -0.79, -0.14], [0.42, -0.34, -0.02], [-1.38, 0.52, -0.83], [-0.47, -1.40, -0.06], [-1.68, 1.72, -0.45], [-2.48, -1.34, -0.15], [-1.45, 1.85, 0.54], [-1.60, 0.30, -1.89], [0.77, 1.43, 1.11], [1.33, -0.07, 1.93], [-0.39, 0.35, 1.88], [2.37, -1.27, -0.08], [2.30, 0.33, -0.80], [1.61, -1.08, -1.67]], "nbo_charge": [-0.652, -0.655, -0.399, 0.088, 0.189, -0.139, -0.682, 0.403, 0.332, 0.191, 0.222, 0.221, 0.219, 0.215, 0.223, 0.224]}



## two
{"formula": "C4H9N3", "method": "ωB97M-V with the def2-TZVPD basis set", "gap_ev": 8.9663, "total_charge": 0, "e_homo_ha": -0.2981, "elements": ["C", "C", "N", "C", "C", "N", "N", "H", "H", "H", "H", "H", "H", "H", "H", "H"], "coordinates": [[0.68, -0.96, -0.59], [-1.82, 0.43, 0.64], [0.55, -1.53, 0.67], [-0.44, -0.20, -1.21], [1.12, 0.76, -0.54], [-1.50, 0.42, -0.75], [1.37, 1.11, 0.65], [1.29, -1.52, -1.30], [1.36, -2.07, 0.96], [0.31, -0.86, 1.39], [1.82, 2.01, 0.75], [-0.40, -0.23, -2.30], [1.45, 1.29, -1.44], [-1.99, -0.58, 1.05], [-2.75, 1.00, 0.77], [-1.04, 0.92, 1.25]], "nbo_charge": [-0.080, -0.467, -0.826, 0.065, 0.095, -0.436, -0.680, 0.219, 0.376, 0.398, 0.356, 0.195, 0.186, 0.199, 0.200, 0.200]}



## three
{"formula": "C4H9N3", "method": "ωB97M-V with the def2-TZVPD basis set", "smiles": "CN=C=N.C=NC", "gap_ev": 9.7827, "total_charge": 0, "e_homo_ha": -0.3227, "elements": ["C", "C", "C", "C", "N", "N", "N", "H", "H", "H", "H", "H", "H", "H", "H", "H"], "coordinates": [[1.98, -0.31, 0.14], [1.28, 2.07, 0.09], [-1.60, -0.59, -1.11], [-0.86, -1.14, 1.00], [2.16, -1.46, -0.18], [1.66, 0.80, 0.46], [-0.69, -0.42, -0.03], [1.13, 2.63, 1.03], [2.18, 2.53, -0.28], [0.25, 2.06, -0.35], [-2.67, -1.02, -0.82], [-1.66, 0.46, -1.52], [-1.19, -1.30, -1.87], [-1.80, -1.57, 1.17], [-0.07, -0.98, 1.89], [3.14, -1.74, 0.01]], "nbo_charge": [0.687, -0.426, -0.443, -0.047, -0.784, -0.495, -0.422, 0.196, 0.213, 0.225, 0.159, 0.203, 0.220, 0.148, 0.180, 0.385]}



## four
{"formula": "C4H9N3", "method": "ωB97M-V with the def2-TZVPD basis set", "gap_ev": 9.5944, "total_charge": 0, "e_homo_ha": -0.3235, "elements": ["C", "C", "C", "C", "H", "H", "H", "H", "H", "H", "H", "H", "H", "N", "N", "N"], "coordinates": [[1.10, 0.16, 0.04], [-0.23, -0.39, 0.66], [-1.21, -1.09, -0.42], [-1.80, 0.23, -0.49], [1.88, -1.81, 0.11], [2.86, -0.57, -0.66], [1.76, 1.88, -0.84], [-0.04, -1.08, 1.56], [-0.64, -1.58, -1.26], [-1.96, -1.77, 0.05], [-1.45, 0.79, -1.46], [-2.85, 0.06, -0.54], [-0.59, 1.52, 0.73], [2.16, -0.77, 0.02], [1.01, 1.38, -0.31], [-1.18, 0.69, 0.79]], "nbo_charge": [0.444, -0.098, -0.414, -0.232, 0.399, 0.386, 0.360, 0.188, 0.203, 0.209, 0.184, 0.187, 0.399, -0.828, -0.764, -0.623]}



Energies in kcal/mol, measured from the most stable structure: one 59.7; two 28.8; three 27.6; four 0.0.



## one
{"formula": "C4H9N3", "method": "ωB97M-V with the def2-TZVPD basis set", "gap_ev": 9.5372, "total_charge": 0, "e_homo_ha": -0.3168, "elements": ["C", "C", "C", "N", "N", "C", "N", "H", "H", "H", "H", "H", "H", "H", "H", "H"], "coordinates": [[-0.74, -0.09, -1.02], [-1.12, 0.33, 1.26], [1.46, -1.09, -0.48], [-1.74, 0.42, -0.08], [0.60, 0.08, -0.41], [0.33, 0.65, 0.98], [1.11, 1.60, 1.16], [-1.92, 1.39, -0.28], [1.48, 1.26, -0.03], [-0.93, -1.16, -1.20], [-0.81, 0.43, -1.98], [-1.57, 1.03, 1.96], [-1.23, -0.69, 1.64], [1.73, -1.30, -1.52], [2.38, -0.88, 0.07], [0.98, -1.98, -0.06]], "nbo_charge": [-0.060, -0.302, -0.412, -0.595, -0.539, 0.333, -0.592, 0.361, 0.410, 0.165, 0.200, 0.231, 0.202, 0.206, 0.215, 0.177]}



## two
{"formula": "C4H9N3", "method": "ωB97M-V with the def2-TZVPD basis set", "gap_ev": [8.7018, 8.7010], "total_charge": 0, "e_homo_ha": [-0.2934, -0.2934], "elements": ["C", "C", "C", "C", "N", "N", "N", "H", "H", "H", "H", "H", "H", "H", "H", "H"], "coordinates": [[2.62, 0.10, 0.14], [-2.00, 0.15, -0.30], [-0.38, 1.54, 0.80], [0.13, -1.74, -0.73], [3.18, -0.75, 0.64], [-0.71, 0.35, 0.07], [0.35, -0.39, -0.16], [2.15, 1.03, -0.04], [-2.15, -0.74, -0.86], [-2.81, 0.85, -0.08], [0.06, 1.46, 1.85], [0.42, 2.10, 0.22], [-1.21, 2.30, 0.83], [-0.41, -1.69, -1.65], [1.14, -2.21, -0.79], [-0.38, -2.37, 0.07]], "nbo_charge": [0.114, -0.336, -0.419, -0.471, -0.372, -0.067, -0.360, 0.214, 0.198, 0.210, 0.241, 0.208, 0.221, 0.188, 0.234, 0.197]}



Energies in kcal/mol, measured from the most stable structure: one 0.0; two 28.5.



## one
{"formula": "C4H9N3", "method": "ωB97M-V with the def2-TZVPD basis set", "smiles": "[H]/N=C(N)/C(N)=C/C", "gap_ev": 9.0576, "total_charge": 0, "e_homo_ha": -0.2978, "elements": ["C", "C", "C", "N", "N", "C", "N", "H", "H", "H", "H", "H", "H", "H", "H", "H"], "coordinates": [[2.46, -0.28, -0.14], [-1.40, -0.42, -0.04], [-0.02, 0.10, 0.11], [-2.37, 0.55, -0.14], [0.08, 1.44, 0.50], [1.02, -0.68, -0.23], [-1.60, -1.67, -0.01], [-3.29, 0.25, -0.44], [-2.09, 1.46, -0.47], [-0.57, 1.69, 1.23], [1.02, 1.71, 0.74], [-2.57, -1.94, -0.14], [0.80, -1.66, -0.60], [2.77, 0.26, -1.04], [3.09, -1.16, -0.05], [2.65, 0.37, 0.72]], "nbo_charge": [-0.650, 0.409, 0.078, -0.834, -0.830, -0.205, -0.704, 0.386, 0.397, 0.378, 0.379, 0.327, 0.231, 0.218, 0.224, 0.197]}



## two
{"formula": "C4H9N3", "method": "ωB97M-V with the def2-TZVPD basis set", "smiles": "CC(C)=NC#N.N", "gap_ev": 10.3404, "total_charge": 0, "e_homo_ha": -0.3697, "elements": ["C", "C", "C", "C", "N", "N", "N", "H", "H", "H", "H", "H", "H", "H", "H", "H"], "coordinates": [[-2.42, -0.62, -0.29], [-0.45, 1.19, 1.05], [0.20, 1.76, -1.30], [-0.72, 0.96, -0.44], [-3.21, -1.33, 0.10], [-0.05, -2.93, 0.18], [-1.65, 0.22, -0.94], [0.23, 0.37, 1.41], [-0.09, 2.23, 1.25], [-1.38, 0.97, 1.73], [-0.40, 2.51, -1.86], [0.41, -3.83, 0.27], [0.93, 2.30, -0.59], [0.75, 1.10, -2.00], [-0.54, -3.04, 1.01], [-0.82, -2.76, -0.55]], "nbo_charge": [0.396, -0.723, -0.683, 0.431, -0.379, -1.097, -0.518, 0.267, 0.234, 0.243, 0.254, 0.365, 0.221, 0.255, 0.350, 0.383]}



## three
{"formula": "C4H9N3", "method": "ωB97M-V with the def2-TZVPD basis set", "gap_ev": 9.3234, "total_charge": 0, "e_homo_ha": -0.3179, "elements": ["C", "C", "N", "C", "C", "N", "N", "H", "H", "H", "H", "H", "H", "H", "H", "H"], "coordinates": [[1.27, -2.14, -0.35], [-0.95, 2.59, -0.77], [-0.18, 0.26, -0.48], [-0.22, 1.22, 0.38], [0.16, -1.33, 0.27], [0.15, 1.56, 1.52], [-0.61, -1.72, 1.20], [-0.97, 0.06, -1.08], [0.38, 0.76, 2.12], [-0.52, -2.72, 1.43], [1.27, -1.99, -1.43], [1.15, -3.21, -0.13], [2.23, -1.81, 0.05], [-1.87, 2.84, -0.25], [-0.18, 3.35, -0.69], [-1.12, 2.28, -1.80]], "nbo_charge": [-0.710, -0.680, -0.660, 0.535, 0.459, -0.733, -0.645, 0.405, 0.352, 0.357, 0.237, 0.224, 0.246, 0.209, 0.216, 0.189]}



Energies in kcal/mol, measured from the most stable structure: one 0.0; two 30.6; three 69.9.



## one
{"formula": "C2H10N4O2", "method": "ωB97M-V with the def2-TZVPD basis set", "smiles": "NC(=O)NO.CNN", "gap_ev": 10.0250, "total_charge": 0, "e_homo_ha": -0.3419, "elements": ["C", "N", "N", "H", "H", "H", "H", "H", "H", "N", "C", "N", "O", "O", "H", "H", "H", "H"], "coordinates": [[0.35, -0.96, 2.09], [-0.29, -1.12, 0.79], [-1.68, -1.44, 1.00], [-0.18, -0.24, 0.28], [-2.24, -0.61, 1.22], [-2.10, -1.84, 0.16], [0.21, -1.85, 2.73], [-0.04, -0.08, 2.62], [1.43, -0.82, 1.95], [0.18, 0.38, -2.18], [-0.05, 1.55, -1.51], [0.73, 1.74, -0.42], [1.39, -0.31, -1.90], [-0.93, 2.34, -1.83], [1.06, -1.05, -1.34], [-0.18, 0.31, -3.12], [1.67, 1.35, -0.52], [0.67, 2.67, -0.02]], "nbo_charge": [-0.419, -0.497, -0.683, 0.345, 0.329, 0.354, 0.209, 0.166, 0.193, -0.371, 0.736, -0.858, -0.562, -0.642, 0.494, 0.395, 0.404, 0.408]}



## two
{"formula": "C2H10N4O2", "method": "ωB97M-V with the def2-TZVPD basis set", "gap_ev": 9.3636, "total_charge": 0, "e_homo_ha": -0.3133, "elements": ["C", "N", "N", "H", "H", "H", "H", "H", "H", "C", "N", "N", "O", "O", "H", "H", "H", "H"], "coordinates": [[1.18, -1.02, 0.90], [0.70, 0.36, 0.94], [1.03, 1.18, -0.19], [1.00, 0.81, 1.81], [0.18, 0.45, -1.23], [2.05, 1.23, -0.28], [0.70, -1.57, 1.71], [2.27, -1.06, 0.99], [0.88, -1.46, -0.05], [-1.30, 0.54, 0.94], [-0.57, -1.40, -1.78], [-1.37, 1.76, 0.56], [-0.71, 0.03, -1.72], [-1.72, -0.47, 1.33], [-1.30, -1.77, -1.17], [-0.83, -1.66, -2.73], [-0.04, 1.99, -0.03], [-2.13, 2.08, 0.00]], "nbo_charge": [-0.449, -0.405, -0.794, 0.366, 0.477, 0.372, 0.216, 0.186, 0.253, 0.917, -0.559, -0.894, -0.694, -0.535, 0.329, 0.336, 0.458, 0.421]}



Energies in kcal/mol, measured from the most stable structure: one 0.0; two 57.4.